Formula: C40H56BBr64N4O6S
Source: OMol25
Level of theory: ωB97M-V/def2-TZVPD

The geometry in XYZ format:
```
172
Properties=species:S:1:pos:R:3
C -0.74331 -5.84153 1.83623
C -2.14193 -5.91447 1.01866
S -2.17702 -4.96308 -0.58194
C -0.86375 -3.63283 -0.63025
N -1.37605 -2.29872 -1.08002
C -2.44391 -1.73032 -0.19374
C -2.23302 -1.95708 1.38931
C -2.71163 -0.55828 2.11290
C -4.32016 -0.40573 2.03889
C -4.69627 1.11995 2.46768
O -5.80485 1.64144 1.65454
C -5.32331 2.57768 0.65611
C -0.25149 -1.32147 -1.28421
N 0.72571 -1.20334 -0.19960
C 2.09800 -1.67860 -0.51354
C 3.22061 -0.58042 -0.83754
C 4.17975 -0.37367 0.47831
Br 5.49169 1.05881 0.06305
B 0.62500 0.03108 0.62668
C 0.91362 -0.13221 2.24991
O 0.25811 1.36465 0.18940
N -0.24683 -0.69996 -2.46864
C -1.33632 -1.01489 -3.47987
C -1.04661 -2.45973 -4.21829
O 0.16883 -2.84590 -4.42786
O -2.08854 -3.36953 -4.61053
C -3.18507 -2.62417 -5.20691
C -4.56440 -2.51457 -4.31875
O -3.09221 -2.06502 -6.34777
N 0.76927 0.18671 -2.77848
C 0.33895 1.42115 -2.94719
O -0.22928 2.54527 -3.02077
H -0.63846 -6.75432 2.52483
H 0.19766 -5.76221 1.18363
H -0.80882 -4.90685 2.53403
H -2.98470 -5.49401 1.69069
H -2.29534 -7.03630 0.73606
H -0.22755 -3.56898 0.34700
H -0.10213 -3.97918 -1.44649
H -2.58614 -0.60175 -0.43956
H -3.44368 -2.23435 -0.52231
H -2.85411 -2.84270 1.81929
H -1.13418 -2.11535 1.70329
H -2.32732 -0.50565 3.21243
H -2.22120 0.30344 1.51067
H -4.69847 -0.58250 0.94932
H -4.83084 -1.17509 2.72607
H -4.94663 1.12425 3.58827
H -3.77634 1.77030 2.21170
H -4.93216 3.56820 1.10300
H -4.47939 2.08297 0.02054
H -6.16031 2.84680 -0.09478
H 2.03687 -2.45911 -1.37848
H 2.47692 -2.29262 0.40575
H 2.85813 0.40681 -1.29180
H 3.93250 -1.05230 -1.63449
H 3.55277 -0.10786 1.40287
H 4.71874 -1.37815 0.72486
H 1.74705 0.59877 2.61656
H 1.24169 -1.22469 2.46290
H -0.07345 0.02101 2.85506
H -0.58508 1.66623 0.61922
H -2.39400 -0.96252 -3.01867
H -1.34727 -0.24307 -4.35583
H -4.84342 -1.40886 -4.13859
H -4.34532 -2.99124 -3.27918
H -5.44610 -3.04146 -4.82459
C -1.57513 4.65521 2.93457
Br -3.20023 5.53193 2.34115
Br -1.80828 3.79454 4.65910
Br -0.88687 3.42240 1.59988
H -0.82157 5.43427 3.06470
C 2.44915 4.96498 3.09260
Br 1.65782 6.49207 3.99462
Br 3.92510 5.48913 1.94689
Br 2.96531 3.57433 4.34444
H 1.67897 4.54199 2.44650
C 7.51112 6.94070 3.16129
Br 7.43200 7.42277 1.28210
Br 8.33597 5.20281 3.42550
Br 8.36977 8.31763 4.22450
H 6.48171 6.86170 3.51364
C 3.14484 -0.73369 -6.17762
Br 4.00832 -0.52115 -4.45205
Br 1.26593 -0.25175 -6.10825
Br 4.08354 0.22587 -7.57851
H 3.19238 -1.79363 -6.43003
C -4.63110 -6.85655 -4.99753
Br -3.92522 -5.04679 -5.00578
Br -3.59925 -8.02612 -3.84315
Br -6.52136 -6.89111 -4.55789
H -4.53223 -7.24233 -6.01351
C -5.30245 6.80468 -1.51915
Br -6.59254 6.21290 -0.19508
Br -4.60792 8.57015 -1.11118
Br -3.87753 5.50937 -1.76709
H -5.83232 6.88179 -2.46902
C 4.87930 10.25280 1.97005
Br 5.73264 10.46487 3.70040
Br 2.99555 10.71923 2.03125
Br 5.81963 11.22569 0.57913
H 4.93731 9.19423 1.71341
C 2.55789 -2.79733 -10.05534
Br 0.93400 -1.91164 -10.64263
Br 2.32742 -3.65483 -8.32889
Br 3.22970 -4.03523 -11.39046
H 3.31536 -2.02308 -9.92821
C -5.37622 8.87516 4.60474
Br -3.87875 8.38364 5.73883
Br -4.79834 9.84326 3.02339
Br -6.47114 7.33929 4.14990
H -6.00423 9.55453 5.18274
C -3.01564 -7.91070 -9.38362
Br -3.73406 -9.27352 -8.20226
Br -2.97466 -6.16774 -8.53128
Br -1.27724 -8.40897 -10.08906
H -3.69486 -7.83465 -10.23331
C -1.09423 -1.98452 5.99836
Br 0.72273 -1.69379 5.38285
Br -2.00709 -0.31409 6.37717
Br -2.10132 -3.09058 4.76132
H -1.02886 -2.53253 6.93891
C -3.85050 -7.67174 3.92130
Br -5.15716 -8.27279 5.22566
Br -3.15785 -5.90916 4.35255
Br -2.42423 -8.96609 3.67598
H -4.37018 -7.58515 2.96600
C 3.01721 -7.23533 0.37924
Br 2.30101 -8.61144 1.54522
Br 3.03425 -5.49579 1.24307
Br 4.76543 -7.71306 -0.31362
H 2.34472 -7.16005 -0.47598
C 9.92872 3.16030 6.32682
Br 8.60351 2.14673 7.31898
Br 11.10607 4.15596 7.50512
Br 10.92196 2.03751 5.09370
H 9.38669 3.89145 5.72625
C 1.18922 -8.02687 -6.92131
Br 0.41645 -6.49590 -6.01378
Br 2.66135 -7.51000 -8.07299
Br 1.70193 -9.42190 -5.67257
H 0.41323 -8.44414 -7.56434
C -4.76245 -11.89990 1.56148
Br -5.56097 -10.38264 2.47190
Br -3.27523 -11.36392 0.43431
Br -4.25799 -13.30216 2.80422
H -5.52671 -12.31581 0.90433
C 11.49118 8.45606 6.70346
Br 9.85726 8.11294 7.69472
Br 11.36379 10.07379 5.63677
Br 13.04705 8.47724 7.86335
H 11.62286 7.62575 6.00864
C -9.87630 6.05767 7.02526
Br -9.68812 4.16275 6.64906
Br -8.22668 6.82624 7.69981
Br -10.55214 7.03479 5.49029
H -10.61990 6.15336 7.81694
C 6.10697 -9.78851 -8.20017
Br 6.46628 -9.20705 -6.38346
Br 6.17949 -8.31163 -9.45771
Br 7.26870 -11.24843 -8.73435
H 5.08579 -10.17101 -8.21637
C 7.38932 9.35626 -3.09189
Br 6.06253 8.34221 -2.10175
Br 8.56364 10.35341 -1.91137
Br 8.38584 8.23342 -4.32183
H 6.84792 10.08644 -3.69412
C -4.22523 12.83279 5.87636
Br -5.85909 12.49271 6.86982
Br -4.35375 14.44804 4.80826
Br -2.66716 12.85483 7.03421
H -4.09493 12.00140 5.18239
```

Computed properties:
charge	+1
frontier orbital gap	6.938	eV
LUMO level	-4.1009	eV